1.
The following is a quantum chemistry calculation of one molecule with the formula C6H12O, from OMol25.

Structure (XYZ):
```
19
Properties=species:S:1:pos:R:3
C 1.93 -0.54 -0.16
C 0.69 -0.83 0.59
O 0.82 -1.10 1.90
C -0.27 1.39 -1.30
C -1.02 1.33 -0.03
C -1.71 -0.04 0.22
C -0.64 -1.14 0.05
H 2.21 0.53 -0.11
H 1.79 -0.76 -1.22
H 2.76 -1.12 0.25
H 1.74 -0.97 2.18
H 0.81 1.36 -1.34
H -0.76 1.89 -2.14
H -0.32 1.43 0.83
H -1.79 2.12 0.04
H -2.50 -0.22 -0.51
H -2.16 -0.07 1.23
H -0.50 -1.28 -1.04
H -1.00 -2.06 0.54
```

Properties
Frontier orbital gap (spin up / spin down): 5.338 / 3.615 eV
2S+1: 1
Energy: -310.8547 Eh
Relative energy (zero: lowest compared OMol25 entry of this formula, charge and spin): 5.567 eV
E_HOMO (spin up / spin down): -0.205 / -0.176 Eh

The Löwdin scheme yields these atomic charges, measured in e: -0.04 -0.32 0.09 -0.08 -0.33 -0.19 -0.17 0.10 0.09 0.09 0.12 -0.02 0.01 0.10 0.10 0.11 0.11 0.11 0.13



2.
The following is a quantum chemistry calculation of a 2-piece molecular cluster, C6H12O overall, from OMol25.

Structure (XYZ):
```
19
Properties=species:S:1:pos:R:3
C 0.36 1.39 1.23
C -0.66 0.95 1.96
C -1.69 1.21 0.88
C -0.49 1.72 0.02
H 1.43 1.48 1.41
H -0.75 0.53 2.96
H -2.19 0.32 0.48
H -2.44 1.97 1.12
H -0.54 2.77 -0.27
H -0.29 1.11 -0.87
C 1.47 -1.44 -0.04
O 0.14 -1.44 -0.49
C 0.06 -1.55 -1.88
H 1.45 -1.38 1.05
H 2.02 -0.56 -0.43
H 2.01 -2.35 -0.35
H -0.99 -1.49 -2.16
H 0.61 -0.73 -2.38
H 0.47 -2.50 -2.24
```

Properties
Frontier orbital gap: 10.308 eV
SMILES string: C1=CCC1.COC
2S+1: 1
Energy: -310.9577 Eh
Relative energy (zero: lowest compared OMol25 entry of this formula, charge and spin): 2.763 eV
E_HOMO: -0.339 Eh

The Löwdin scheme yields these atomic charges, measured in e: -0.12 -0.10 -0.17 -0.17 0.09 0.09 0.10 0.10 0.10 0.08 -0.14 -0.25 -0.14 0.09 0.09 0.09 0.09 0.09 0.09